*w*
Computed, not measured: an isolated ion of composition C2H9N2O and charge +1, with the ωB97M-V functional and the def2-TZVPD basis.

Its LUMO energy is -3.14 eV. As for the structure (SMILES): NC[NH2+]CO. The multiplicity is 1. The calculation puts the gap between HOMO and LUMO at 0.4301 Ha. As for the total charge: +1.

```
14
C2H9N2O (the ωB97M-V functional and the def2-TZVPD basis)
N 1.43 1.03 -1.37
C 0.88 -0.21 -1.28
N -0.51 -0.26 -0.32
C -0.38 0.00 1.16
O -1.50 -0.55 1.77
H 1.17 1.66 -2.11
H 1.97 1.44 -0.63
H 1.47 -0.93 -0.74
H 0.46 -0.55 -2.21
H -1.00 -1.15 -0.42
H -1.17 0.42 -0.69
H 0.57 -0.42 1.48
H -0.40 1.07 1.29
H -1.25 -1.19 2.46
```



*x*
Computed, not measured: a 2-piece molecular cluster, C2H9N2O overall, with the ωB97M-V functional and the def2-TZVPD basis.

Its LUMO energy is -4.21 eV. The multiplicity is 1. The calculation puts the gap between HOMO and LUMO at 0.3359 Ha. As for the total charge: +1.

```
14
C2H9N2O (the ωB97M-V functional and the def2-TZVPD basis)
C 0.71 1.37 -0.48
C 0.58 -2.25 0.91
N -0.67 1.92 -0.45
N -0.54 -2.22 0.16
O 0.60 -1.67 1.97
H 0.82 0.34 -0.06
H 1.42 2.10 0.14
H 1.05 1.56 -1.51
H 1.44 -2.87 0.58
H -1.25 1.61 -1.26
H -1.31 1.91 0.43
H -0.82 -3.01 -0.46
H -1.21 -1.71 0.72
H -0.81 2.93 -0.69
```



It is *x* that is the least stable of them.



*w*
Computed, not measured: one molecule with the formula C4H5NO2, with the ωB97M-V functional and the def2-TZVPD basis.

Its LUMO energy is -0.02 eV. As for the structure (SMILES): O=CC(=O)N1CC1. The multiplicity is 1. The calculation puts the gap between HOMO and LUMO at 0.3576 Ha. As for the total charge: 0.

```
12
C4H5NO2 (the ωB97M-V functional and the def2-TZVPD basis)
O 1.68 1.33 -0.24
C 1.70 0.13 -0.17
C 0.81 -0.69 0.77
O 1.35 -1.48 1.49
N -0.59 -0.57 0.67
C -1.04 -0.28 -0.71
C -1.25 0.71 0.36
H 2.39 -0.49 -0.78
H -1.81 -0.95 -1.05
H -0.29 -0.02 -1.46
H -0.64 1.61 0.34
H -2.23 0.80 0.82
```



*x*
Computed, not measured: one molecule with the formula C4H5NO2, with the ωB97M-V functional and the def2-TZVPD basis.

Its LUMO energy is -0.22 eV. As for the structure (SMILES): C=C/C=C\[N+](=O)[O-]. The multiplicity is 1. The calculation puts the gap between HOMO and LUMO at 0.3526 Ha. As for the total charge: 0.

```
12
C4H5NO2 (the ωB97M-V functional and the def2-TZVPD basis)
C -0.70 -1.14 0.60
C -1.22 -0.45 -0.44
C -0.77 0.94 -0.43
C 0.48 1.08 0.05
N 1.56 0.16 -0.07
O 2.21 -0.05 0.90
O 1.73 -0.46 -1.09
H -0.25 -0.79 1.48
H -0.94 -2.19 0.69
H -1.73 -0.90 -1.24
H -1.29 1.78 -0.52
H 0.91 2.02 0.06
```



*y*
Computed, not measured: C4H5NO2 as an isolated structure, with the ωB97M-V functional and the def2-TZVPD basis.

Its LUMO energy is 0.99 eV. The multiplicity is 1. The calculation puts the gap between HOMO and LUMO at 0.4068 Ha. As for the total charge: 0.

```
12
C4H5NO2 (the ωB97M-V functional and the def2-TZVPD basis)
O -0.44 0.91 1.63
C 0.45 1.10 0.54
C -0.64 0.55 -0.41
C -0.09 -0.71 -1.06
N -0.96 -0.22 0.85
C 0.30 -0.99 0.41
O 1.32 -0.02 0.63
H 1.00 2.04 0.47
H -1.44 1.19 -0.78
H 0.77 -0.63 -1.72
H -0.89 -1.32 -1.50
H 0.54 -1.95 0.86
```



It is *x* that is the least stable of them.



*w*
Computed, not measured: C5H13NO3 as an isolated structure, with the ωB97M-V functional and the def2-TZVPD basis.

Its LUMO energy is 0.90 eV. The multiplicity is 1. The calculation puts the gap between HOMO and LUMO at 0.3756 Ha. As for the total charge: 0.

```
22
C5H13NO3 (the ωB97M-V functional and the def2-TZVPD basis)
C 1.23 0.24 -1.33
C 0.28 -0.40 -3.69
C 1.69 -0.78 -0.33
O 0.09 -0.46 -2.27
O 0.38 1.20 -0.92
H -0.38 0.53 -1.70
H 2.00 0.57 -2.04
H 1.07 -1.09 -3.98
H 0.54 0.62 -4.01
H -0.66 -0.70 -4.16
H 0.84 -1.16 0.24
H 2.37 -0.28 0.37
H 2.22 -1.59 -0.82
C -1.77 0.04 3.68
C -1.10 -0.04 2.32
N -0.79 1.14 1.74
O -0.90 -1.12 1.78
H -0.97 2.01 2.20
H -0.32 1.16 0.83
H -1.77 1.04 4.12
H -1.25 -0.64 4.37
H -2.80 -0.31 3.59
```



*x*
Computed, not measured: a 2-piece molecular cluster, C5H13NO3 overall, with the ωB97M-V functional and the def2-TZVPD basis.

Its LUMO energy is 0.65 eV. As for the structure (SMILES): C[C@@H](CO)CNC=O.O. The multiplicity is 1. The calculation puts the gap between HOMO and LUMO at 0.3821 Ha. As for the total charge: 0.

```
22
C5H13NO3 (the ωB97M-V functional and the def2-TZVPD basis)
C -1.36 0.09 -1.24
C -0.83 0.75 0.03
C -1.94 0.96 1.06
O -2.88 1.88 0.54
C 0.29 -0.06 0.69
N 1.52 -0.04 -0.11
C 2.73 -0.62 0.41
O 2.89 -0.90 1.59
H -1.75 -0.91 -1.02
H -2.17 0.69 -1.67
H -0.58 -0.01 -2.01
H -0.43 1.75 -0.22
H -2.42 -0.01 1.28
H -1.51 1.34 2.00
H -3.64 1.93 1.14
H 0.51 0.34 1.69
H -0.01 -1.11 0.80
H 1.68 0.78 -0.67
H 3.57 -0.38 -0.27
O 2.18 -2.46 -1.04
H 1.42 -1.63 -1.16
H 2.75 -2.38 -1.81
```



It is *w* that is the least stable of them.



*w*
Computed, not measured: a 2-piece molecular cluster, C5H13NO3 overall, with the ωB97M-V functional and the def2-TZVPD basis.

Its LUMO energy is 0.69 eV. As for the structure (SMILES): NC(=O)C(O)O.CCC. The multiplicity is 1. The calculation puts the gap between HOMO and LUMO at 0.4087 Ha. As for the total charge: 0.

```
22
C5H13NO3 (the ωB97M-V functional and the def2-TZVPD basis)
N 2.58 0.39 -0.38
C 1.75 -0.41 0.30
O 1.44 -0.29 1.46
C 1.12 -1.54 -0.55
O 2.19 -2.22 -1.18
O 0.38 -2.37 0.27
H 2.89 0.13 -1.30
H 3.08 1.11 0.12
H 0.46 -1.11 -1.32
H 1.86 -3.08 -1.46
H 0.54 -2.09 1.19
C -1.01 1.97 -0.41
C -1.64 1.21 0.95
C -2.33 -0.02 0.43
H -0.30 1.23 -0.76
H -0.44 2.87 -0.21
H -1.90 2.26 -0.97
H -2.34 1.91 1.42
H -0.81 0.96 1.62
H -2.75 0.25 -0.56
H -3.14 -0.35 1.09
H -1.63 -0.84 0.25
```



*x*
Computed, not measured: one molecule with the formula C5H13NO3, with the ωB97M-V functional and the def2-TZVPD basis.

Its LUMO energy is 0.67 eV. As for the structure (SMILES): C[C@@H]([C@H](C)O)[C@H](O)NO. The multiplicity is 1. The calculation puts the gap between HOMO and LUMO at 0.3649 Ha. As for the total charge: 0.

```
22
C5H13NO3 (the ωB97M-V functional and the def2-TZVPD basis)
C -0.04 0.12 1.77
C 0.27 0.13 0.28
C 0.12 -1.31 -0.41
C 0.70 -2.42 0.45
O 0.80 -1.21 -1.66
C -0.67 1.10 -0.43
O -0.66 1.06 -1.83
N -0.23 2.47 0.06
O -1.21 3.45 -0.22
H -1.01 -0.32 1.96
H 0.72 -0.43 2.32
H -0.07 1.15 2.12
H 1.30 0.44 0.10
H -0.94 -1.51 -0.60
H 1.73 -2.19 0.71
H 0.70 -3.36 -0.11
H 0.12 -2.56 1.35
H 0.94 -2.09 -2.03
H -1.70 0.96 -0.09
H 0.05 0.47 -2.12
H 0.60 2.75 -0.47
H -1.52 3.30 -1.13
```



It is *x* that is the least stable of them.